{
  "formula": "C40H53BrF6N2O2PSSbSe4SiTa",
  "method": "ωB97M-V/def2-TZVPD",
  "elements": ["Ta", "C", "C", "C", "C", "C", "C", "C", "N", "C", "C", "C", "C", "C", "C", "O", "C", "C", "C", "C", "C", "C", "C", "C", "C", "O", "C", "C", "C", "C", "C", "C", "H", "H", "H", "H", "H", "H", "H", "H", "H", "H", "H", "H", "H", "H", "H", "H", "H", "H", "H", "H", "H", "H", "H", "H", "H", "H", "H", "H", "H", "H", "H", "H", "H", "H", "H", "H", "H", "H", "H", "H", "S", "C", "N", "Se", "Sb", "Se", "Se", "Se", "C", "Si", "C", "C", "C", "C", "H", "H", "H", "H", "H", "H", "H", "H", "H", "F", "P", "F", "F", "F", "F", "F", "Br", "C", "C", "C", "C", "C", "C", "H", "H", "H", "H"],
  "xyz": [[-0.321, 1.584, 0.042], [3.512, 5.351, -3.622], [3.540, 3.832, -3.874], [2.805, 3.543, -5.183], [4.992, 3.347, -4.019], [2.888, 3.169, -2.682], [1.727, 2.466, -2.810], [1.115, 1.880, -1.678], [0.161, 0.921, -1.772], [-0.638, 0.427, -2.927], [-0.393, 0.818, -4.363], [-0.928, 0.099, -5.351], [-1.581, -1.173, -5.056], [-1.654, -1.758, -3.850], [-0.915, -1.104, -2.735], [-0.657, -1.612, -1.679], [-2.461, -3.019, -3.588], [-3.020, -3.626, -4.875], [-3.660, -2.608, -2.710], [-1.690, -4.097, -2.807], [-0.945, 0.686, -6.771], [-1.651, -0.225, -7.779], [-1.712, 2.018, -6.729], [0.488, 0.928, -7.255], [1.688, 2.179, -0.286], [1.336, 1.206, 0.676], [3.058, 2.758, -0.243], [3.532, 3.301, -1.381], [3.900, 2.641, 1.025], [3.146, 2.883, 2.343], [4.414, 1.184, 1.006], [5.088, 3.604, 1.001], [3.931, 5.873, -4.483], [4.088, 5.625, -2.737], [2.490, 5.702, -3.478], [3.319, 4.048, -6.000], [1.780, 3.921, -5.164], [2.788, 2.475, -5.409], [5.438, 3.799, -4.905], [5.030, 2.263, -4.133], [5.605, 3.622, -3.161], [1.282, 2.281, -3.761], [0.006, 1.795, -4.579], [-2.032, -1.683, -5.892], [-3.657, -2.920, -5.411], [-3.627, -4.492, -4.613], [-2.222, -3.956, -5.546], [-4.316, -1.903, -3.221], [-3.289, -2.143, -1.796], [-4.231, -3.485, -2.400], [-0.752, -4.366, -3.299], [-2.319, -4.985, -2.724], [-1.479, -3.770, -1.794], [-2.703, -0.365, -7.526], [-1.166, -1.200, -7.856], [-1.609, 0.244, -8.763], [-2.702, 1.881, -6.292], [-1.833, 2.414, -7.740], [-1.184, 2.775, -6.147], [1.036, -0.014, -7.325], [1.035, 1.593, -6.585], [0.476, 1.395, -8.242], [4.492, 3.791, -1.347], [2.204, 2.346, 2.418], [2.948, 3.940, 2.508], [3.752, 2.511, 3.171], [3.596, 0.465, 1.043], [5.051, 1.001, 1.874], [4.994, 0.988, 0.103], [4.755, 4.631, 0.835], [5.817, 3.337, 0.234], [5.591, 3.563, 1.966], [1.746, -2.286, 0.164], [1.300, -1.601, 1.509], [0.772, -1.049, 2.416], [-5.307, -3.453, 1.512], [-3.548, -1.486, 1.143], [-4.308, -1.096, 3.461], [-3.096, -3.885, 1.344], [-1.737, 0.192, 0.702], [-4.825, 3.499, -2.179], [-4.704, 1.794, -1.402], [-5.256, 1.959, 0.377], [-5.893, 0.560, -2.179], [-3.078, 1.276, -2.186], [-2.025, 0.909, -2.653], [-5.821, 3.926, -2.040], [-4.599, 3.485, -3.246], [-4.107, 4.158, -1.684], [-5.695, 2.949, 0.501], [-4.414, 1.895, 1.068], [-5.974, 1.178, 0.627], [-6.913, 0.922, -2.011], [-5.832, -0.411, -1.681], [-5.752, 0.449, -3.255], [-0.739, 3.159, -1.060], [0.471, 3.917, -0.134], [-0.610, 5.027, 0.203], [1.518, 4.739, 0.749], [0.875, 4.748, -1.426], [-2.266, 2.762, 0.548], [-0.045, 3.113, 1.280], [0.740, 0.954, 8.111], [0.752, 0.305, 6.332], [1.968, 0.064, 5.713], [1.995, -0.389, 4.405], [0.795, -0.595, 3.731], [-0.419, -0.347, 4.360], [-0.448, 0.100, 5.672], [2.891, 0.221, 6.254], [2.939, -0.584, 3.912], [-1.344, -0.499, 3.819], [-1.400, 0.252, 6.159]],
  "s2": 0.762,
  "e_lumo_ev": [-2.44, -2.44],
  "gap_ev": [4.70, 4.63],
  "e_homo_ev": [-7.1442, -7.0715],
  "de_lowest_ev": 3.517,
  "spin_multiplicity": 2
}